Density functional theory data (the ωB97M-V functional and the def2-TZVPD basis) for an isolated ion of composition CH4IN2S and charge +1 at a distorted geometry.

```
! RIJCOSX wB97M-V def2-TZVPD def2/J DEFGRID3
* xyz 1 1
C -0.513 0.203 -0.424
N 0.617 -0.347 -0.085
N -1.313 0.835 0.403
S -2.697 1.700 -0.086
I -4.704 -0.282 0.004
H -0.831 0.147 -1.463
H 1.207 -0.821 -0.758
H 0.962 -0.309 0.869
H -1.059 0.882 1.391
*
```

Computed properties:
SMILES string: N/C=[NH+]/SI
Orbital gap in eV: 7.022
E_HOMO in eV: -13.417
Energy relative to the best compared isomer or geometry (same formula, charge and spin) in kJ/mol: 71.6

Atomic partial charges in e from the natural (NBO) method, atoms 1 to 2: 0.40, -0.68